No. 1
{
  "formula": "C27H49NO3",
  "method": "the ωB97M-V functional and the def2-TZVPD basis",
  "spin_multiplicity": 1,
  "homo_lumo_gap_ev": 8.9,
  "symbols": ["C", "C", "C", "C", "C", "C", "C", "C", "C", "C", "C", "C", "O", "C", "C", "O", "O", "C", "C", "C", "N", "C", "C", "C", "C", "C", "C", "C", "C", "C", "C", "H", "H", "H", "H", "H", "H", "H", "H", "H", "H", "H", "H", "H", "H", "H", "H", "H", "H", "H", "H", "H", "H", "H", "H", "H", "H", "H", "H", "H", "H", "H", "H", "H", "H", "H", "H", "H", "H", "H", "H", "H", "H", "H", "H", "H", "H", "H", "H", "H"],
  "positions_angstrom": [[-5.3686, -1.5165, 1.2333], [-4.9294, -2.5740, 0.8122], [-4.2723, -3.7374, 0.2272], [-3.0789, -3.2583, -0.6197], [-2.0460, -2.6037, 0.3176], [-0.5789, -2.6393, -0.1719], [-0.4138, -2.6141, -1.6814], [-0.9717, -1.3684, -2.3733], [-0.6103, -1.2893, -3.8599], [0.8624, -0.9428, -4.1528], [1.0887, 0.5579, -4.2975], [2.5418, 1.0265, -4.0457], [3.4100, 0.0347, -3.4853], [3.3522, -0.1093, -2.1405], [2.2584, 0.5246, -1.3187], [4.1844, -0.7953, -1.6032], [0.2239, -1.6413, 0.4536], [0.0384, -1.6439, 1.8602], [1.2241, -1.0574, 2.6717], [2.5948, -1.3682, 2.0738], [1.1926, -1.7230, 4.0075], [1.0008, 0.4298, 2.9743], [1.3971, 1.3660, 1.8479], [1.5363, 2.8210, 2.3170], [2.9278, 2.9571, 3.0109], [1.5766, 3.7431, 1.0948], [0.2938, 3.7538, 0.2291], [-0.9771, 3.5121, 1.0085], [-1.8412, 2.5576, 0.6717], [-2.2139, 2.2294, -0.7488], [-2.5271, 1.7418, 1.7528], [-5.6725, -0.5729, 1.5810], [-4.9916, -4.3014, -0.3568], [-3.9156, -4.3220, 1.0720], [-3.4854, -2.4628, -1.2362], [-2.6751, -4.0626, -1.2224], [-2.0767, -3.1715, 1.2466], [-2.3728, -1.6010, 0.5755], [-0.1609, -3.5985, 0.1675], [0.6647, -2.6136, -1.8630], [-0.7887, -3.5296, -2.1227], [-0.7553, -0.4514, -1.8310], [-2.0578, -1.4703, -2.3607], [-0.8889, -2.2075, -4.3706], [-1.2187, -0.4943, -4.2964], [1.1300, -1.4134, -5.0980], [1.4771, -1.4137, -3.3918], [0.7817, 0.9052, -5.2782], [0.4501, 1.0694, -3.5749], [2.5893, 1.9379, -3.4563], [2.9807, 1.2893, -5.0028], [1.2771, 0.4752, -1.7794], [2.4464, 1.5734, -1.1071], [2.1908, -0.0517, -0.4140], [-0.0981, -2.6719, 2.2013], [-0.8335, -1.0382, 2.1152], [2.6178, -1.3695, 0.9901], [2.8741, -2.3724, 2.3894], [3.3309, -0.6770, 2.4758], [1.4465, -2.6985, 3.8887], [0.2101, -1.7512, 4.2758], [1.5944, 0.6662, 3.8587], [-0.0436, 0.5603, 3.2564], [2.3398, 1.0952, 1.3807], [0.6426, 1.2991, 1.0607], [0.7544, 3.1035, 3.0129], [2.8197, 3.0460, 4.0881], [3.4271, 3.8423, 2.6297], [3.5508, 2.0943, 2.8010], [2.4055, 3.4694, 0.4446], [1.7567, 4.7604, 1.4414], [0.2496, 4.6715, -0.3635], [0.3751, 2.9327, -0.4828], [-1.1817, 4.1111, 1.8884], [-1.5127, 1.5448, -1.2356], [-2.3150, 3.1233, -1.3503], [-3.1716, 1.7110, -0.7389], [-3.5872, 2.0019, 1.8113], [-2.3964, 0.6908, 1.5143], [-2.0582, 1.9695, 2.7010]],
  "atomic_forces_ev_per_a": [[1.06, -2.29, -0.93], [-0.95, 2.24, 0.69], [0.12, 0.28, 0.17], [-0.36, 0.68, 0.85], [0.27, -0.66, -0.29], [-0.42, -0.59, 0.19], [1.13, 1.32, 0.19], [-0.89, -0.88, -0.44], [0.34, 0.80, 0.11], [-0.56, -0.42, -0.53], [0.32, 0.15, 1.08], [-0.13, -0.07, -0.80], [-0.39, 0.60, 0.39], [0.61, -0.63, 0.38], [-0.37, 0.00, -0.55], [-0.10, 0.07, -0.23], [-0.21, 0.33, -0.22], [0.78, 0.27, -0.19], [-0.05, -0.40, 0.44], [-0.28, -0.16, 0.20], [-0.45, 0.14, -0.29], [0.83, -0.23, -0.20], [-1.08, 0.41, 0.02], [1.64, -0.44, -0.70], [-0.82, 0.13, 0.16], [-1.19, 0.45, 0.20], [-0.47, 0.33, -0.53], [0.58, 0.29, -0.33], [-0.58, -0.29, 0.40], [0.58, -0.88, 0.13], [-0.51, 1.42, -0.44], [-0.31, 0.41, 0.24], [-0.05, -0.24, -0.06], [0.01, -0.52, -0.10], [0.10, -0.20, -0.60], [0.05, -0.14, -0.04], [0.00, 0.09, 0.23], [0.05, 0.23, -0.19], [-0.07, -0.15, -0.04], [0.12, -0.23, 0.07], [-0.24, -0.10, -0.08], [0.33, 0.03, 0.06], [-0.14, 0.26, 0.14], [-0.05, -0.22, 0.09], [-0.16, -0.06, -0.16], [0.23, -0.14, -0.01], [0.25, 0.17, 0.04], [-0.11, -0.05, -0.17], [-0.17, 0.07, -0.02], [-0.14, 0.04, 0.22], [0.28, -0.17, -0.08], [-0.02, -0.02, -0.21], [0.23, 0.10, 0.11], [0.10, 0.05, 0.30], [-0.11, -0.14, -0.04], [-0.29, -0.23, 0.12], [0.00, 0.19, -0.07], [0.16, -0.10, -0.06], [0.16, 0.01, -0.04], [0.07, -0.05, -0.01], [0.07, 0.08, 0.41], [0.08, -0.05, 0.07], [-0.14, 0.23, -0.01], [0.12, -0.18, 0.14], [-0.07, -0.03, -0.09], [-0.26, 0.04, -0.03], [0.16, 0.03, 0.15], [0.21, 0.14, 0.15], [0.16, -0.10, -0.02], [0.25, -0.05, 0.04], [0.13, 0.12, 0.04], [0.20, 0.12, -0.02], [-0.06, 0.00, -0.20], [0.63, -0.58, 0.74], [0.06, 0.02, -0.12], [0.10, 0.15, -0.13], [-0.11, -0.01, -0.06], [-0.17, -0.41, 0.07], [-0.10, -0.22, 0.02], [-0.01, -0.15, 0.29]]
}

=====

No. 2
{
  "formula": "C4H8FNO",
  "method": "the ωB97M-V functional and the def2-TZVPD basis",
  "spin_multiplicity": 1,
  "relative_energy_ev": 5.8697,
  "homo_lumo_gap_ev": [7.2, 9.7],
  "symbols": ["C", "C", "C", "C", "N", "O", "F", "H", "H", "H", "H", "H", "H", "H", "H"],
  "positions_angstrom": [[1.7655, 0.6356, -0.0507], [0.9902, -0.6090, 0.2745], [0.0778, 0.6388, -0.1821], [-0.7612, 1.3435, 0.7304], [-2.4581, -1.1891, -0.5635], [-2.5308, -0.3866, 0.4301], [-1.3779, 2.4568, 0.2047], [2.1625, 1.1340, 0.8123], [2.2225, 0.8933, -1.0193], [1.0089, -1.4124, -0.4547], [1.1727, -0.8159, 1.3141], [-0.0979, 0.7611, -1.2263], [-0.7938, 1.3244, 1.8706], [-1.8008, -2.0233, -0.6210], [-2.2572, -0.6725, -1.4921]],
  "atomic_forces_ev_per_a": [[-1.82, 0.43, -0.87], [-0.29, 2.12, -1.94], [3.65, -1.20, 2.22], [-0.76, 0.53, 1.12], [1.64, 0.37, -3.39], [0.06, -0.36, 0.67], [0.44, -0.80, 0.46], [0.13, 0.33, 0.10], [-0.12, -0.57, 0.63], [0.05, -0.15, 0.41], [-0.89, -0.46, 0.21], [-0.51, -0.32, -0.50], [0.20, -0.13, -1.97], [-0.83, 1.00, 1.32], [-0.94, -0.79, 1.54]]
}

=====

No. 3
{
  "formula": "C10H24Si4",
  "method": "the ωB97M-V functional and the def2-TZVPD basis",
  "spin_multiplicity": 1,
  "homo_lumo_gap_ev": 9.1,
  "symbols": ["C", "C", "C", "C", "C", "C", "C", "C", "C", "C", "Si", "Si", "Si", "Si", "H", "H", "H", "H", "H", "H", "H", "H", "H", "H", "H", "H", "H", "H", "H", "H", "H", "H", "H", "H", "H", "H", "H", "H"],
  "positions_angstrom": [[0.8235, 2.4641, -2.6449], [0.0473, -3.7101, -1.2496], [2.4363, 0.5959, 2.4757], [-3.4404, 0.6769, 1.4933], [0.5373, -0.5902, -2.0156], [1.7399, 1.7730, 0.0240], [1.2745, -1.5310, 0.6351], [-1.2896, 1.3512, -0.7562], [-1.6362, -1.4271, 0.0303], [-0.3703, 0.4510, 1.9394], [0.5512, 1.1662, -1.2849], [0.0491, -1.8757, -0.7441], [1.2896, 0.3212, 1.0461], [-1.7517, 0.2936, 0.7236], [1.7943, 2.3318, -3.0967], [0.0119, 2.2929, -3.3392], [0.7332, 3.3958, -2.1256], [-0.4601, -4.0302, -2.1589], [1.0975, -3.9515, -1.4519], [-0.2037, -4.2989, -0.3459], [2.3627, -0.2839, 3.0554], [2.1103, 1.4692, 3.0238], [3.4668, 0.7213, 2.1425], [-3.4339, 1.6249, 1.9824], [-4.2655, 0.5881, 0.7425], [-3.5970, -0.0410, 2.2862], [1.5099, -0.8627, -2.4408], [-0.1880, -0.5480, -2.8307], [1.3443, 2.6980, 0.4616], [2.7544, 1.8228, -0.3700], [1.0334, -2.0388, 1.5636], [2.2733, -1.7913, 0.3213], [-1.5762, 2.3751, -0.5559], [-1.9148, 0.9780, -1.5481], [-1.9617, -2.1964, 0.7245], [-2.3183, -1.3749, -0.8214], [-0.3666, -0.2947, 2.7491], [-0.4669, 1.4553, 2.3605]],
  "atomic_forces_ev_per_a": [[-0.59, -1.68, 0.39], [1.00, 0.36, 0.33], [0.57, -0.14, -0.61], [0.08, -0.82, -1.20], [0.42, -0.07, 0.30], [-1.18, -1.22, -1.17], [0.19, 0.62, -1.15], [0.74, -0.14, 0.92], [0.26, 0.09, -0.88], [-0.24, 0.69, -0.32], [-1.45, 2.02, -2.47], [-0.70, -0.09, 0.93], [0.61, -0.52, 4.02], [0.06, -0.31, 0.10], [0.27, 0.18, -0.31], [-0.04, 0.43, -0.59], [-0.02, 0.74, 0.00], [-0.49, 0.12, 0.30], [0.10, -0.02, 0.07], [-0.24, 0.15, -0.62], [0.17, -0.87, 1.26], [-0.01, 0.20, 0.22], [0.10, 0.05, 0.12], [-0.14, 0.94, 0.09], [0.56, 0.21, 0.71], [-0.20, -0.44, 0.18], [-0.02, 0.02, -0.05], [0.02, 0.12, -0.13], [0.20, -0.30, -0.11], [-0.07, 0.01, 0.24], [0.03, 0.00, 0.23], [0.56, -0.42, -0.07], [0.08, 0.50, -0.09], [-0.26, -0.06, -0.71], [-0.10, -0.22, 0.04], [-0.41, -0.43, -0.08], [-0.02, 0.24, -0.21], [0.18, 0.05, 0.34]]
}